No. 1
The following is a quantum chemistry calculation of a structure of composition C3H7IS at a distorted geometry, from the OMol25 dataset.

The energy above the lowest of the compared OMol25 structures with the same formula, charge and spin comes out at 82.5 kcal/mol. The value obtained for the strongest force on any atom is 4.2 eV Å⁻¹. As for the total energy: -22156.2335 eV. Its LUMO energy (spin up / spin down) is 0.095 / 0.164 eV. The value obtained for the molar mass is 202.06 g mol⁻¹. Its total charge is 0. The spin multiplicity is 1.

CARTESIAN COORDINATES (ANGSTROEM)
C -0.291 -0.618 -1.391
C 0.238 0.843 1.689
C -1.174 -0.677 -0.181
S -1.186 -2.088 0.856
I -3.116 0.315 -0.238
H -0.878 -0.806 -2.212
H 0.503 -1.426 -1.256
H 0.041 0.331 -1.487
H 1.079 1.081 1.103
H 0.361 0.154 2.524
H -0.438 1.599 1.996
H 0.089 -2.251 0.813

Taken from the Löwdin analysis, the atomic charges in e are: -0.22, 0.05, -1.15, 0.66, 0.71, 0.03, 0.10, 0.03, -0.02, 0.00, -0.02, -0.16

---

No. 2
The following is a quantum chemistry calculation of the molecule C12H25N3O3 at a distorted geometry, from the OMol25 dataset.

The energy above the lowest of the compared OMol25 structures with the same formula, charge and spin comes out at 66.9 kcal/mol. The value obtained for the strongest force on any atom is 5.2 eV Å⁻¹. As for the total energy: -23460.8617 eV. Its LUMO energy is 0.111 eV. The value obtained for the molar mass is 259.35 g mol⁻¹. The SMILES is CC(C)C[C@H](N)C(=O)N[C@@H](CCCCN)C(=O)O. Its total charge is 0. The spin multiplicity is 1.

CARTESIAN COORDINATES (ANGSTROEM)
C -1.945 -0.065 -0.332
C -1.488 1.308 0.077
C -3.277 -0.059 -1.139
C -4.648 -0.189 -0.489
C -4.944 -1.720 -0.039
C -4.931 0.786 0.672
C 0.918 0.660 -0.124
C 1.030 -0.661 0.523
C 2.226 1.377 0.106
C 3.445 0.683 -0.496
C 4.225 -0.055 0.587
C 5.460 -0.751 -0.035
H -1.208 -1.227 1.337
H -2.709 -1.813 0.564
H -1.203 -0.455 -1.039
H -3.243 -0.756 -1.984
H -3.156 0.989 -1.587
H -5.299 0.034 -1.285
H -4.566 -2.370 -0.924
H -4.375 -1.900 0.837
H -6.004 -1.957 0.089
H -4.874 1.861 0.362
H -4.346 0.592 1.546
H -5.989 0.684 1.098
H -0.044 2.382 0.813
H 0.811 0.556 -1.228
H 2.127 2.458 -0.166
H 2.365 1.444 1.227
H 3.162 -0.117 -1.227
H 4.068 1.392 -1.000
H 4.552 0.615 1.430
H 3.659 -0.910 1.163
H 5.006 -1.233 -0.941
H 5.848 -1.528 0.569
H 7.156 0.308 0.517
H 6.215 0.871 -0.823
H 1.542 -1.597 -1.206
N -2.164 -0.881 0.821
N -0.161 1.482 0.365
N 6.679 0.000 -0.400
O -2.183 2.286 0.272
O 0.766 -0.772 1.685
O 1.498 -1.752 -0.192

Taken from the Löwdin analysis, the atomic charges in e are: -0.35, -0.43, -0.14, -0.38, -0.06, -0.09, -0.29, -0.51, -0.15, -0.20, -0.22, -0.33, 0.13, 0.11, 0.12, 0.11, 0.14, 0.10, 0.10, 0.02, 0.07, 0.08, 0.05, 0.09, 0.16, 0.16, 0.14, 0.14, 0.11, 0.10, 0.12, 0.15, 0.11, 0.08, 0.10, 0.08, 0.16, 0.05, 0.12, -0.03, 0.08, 0.13, 0.08

---

No. 3
The following is a quantum chemistry calculation of a cluster of 2 separate species, C2H3ClO3P in total at a distorted geometry, from the OMol25 dataset.

The energy above the lowest of the compared OMol25 structures with the same formula, charge and spin comes out at 55.7 kcal/mol. The value obtained for the strongest force on any atom is 2.3 eV Å⁻¹. As for the total energy: -30078.0218 eV. Its LUMO energy (spin up / spin down) is 2.942 / 2.940 eV. The value obtained for the molar mass is 141.47 g mol⁻¹. Its total charge is -1. The spin multiplicity is 1.

CARTESIAN COORDINATES (ANGSTROEM)
C 0.986 1.986 -0.195
C 1.129 0.801 0.527
O 3.969 -0.142 -1.733
O 4.566 -1.854 0.248
O 1.158 -0.386 0.021
P 3.928 -0.713 -0.386
Cl 3.917 0.737 1.027
H 0.943 3.001 0.178
H 0.900 1.952 -1.284
H 1.174 0.850 1.614

Taken from the Löwdin analysis, the atomic charges in e are: -0.08, -0.61, -0.36, -0.38, -0.25, 0.24, 0.38, -0.01, 0.02, 0.05

---

Please write out number 1 again, unchanged.
The following is a quantum chemistry calculation of a structure of composition C3H7IS at a distorted geometry, from the OMol25 dataset.

The energy above the lowest of the compared OMol25 structures with the same formula, charge and spin comes out at 82.5 kcal/mol. The value obtained for the strongest force on any atom is 4.2 eV Å⁻¹. As for the total energy: -22156.2335 eV. Its LUMO energy (spin up / spin down) is 0.095 / 0.164 eV. The value obtained for the molar mass is 202.06 g mol⁻¹. Its total charge is 0. The spin multiplicity is 1.

CARTESIAN COORDINATES (ANGSTROEM)
C -0.291 -0.618 -1.391
C 0.238 0.843 1.689
C -1.174 -0.677 -0.181
S -1.186 -2.088 0.856
I -3.116 0.315 -0.238
H -0.878 -0.806 -2.212
H 0.503 -1.426 -1.256
H 0.041 0.331 -1.487
H 1.079 1.081 1.103
H 0.361 0.154 2.524
H -0.438 1.599 1.996
H 0.089 -2.251 0.813

Taken from the Löwdin analysis, the atomic charges in e are: -0.22, 0.05, -1.15, 0.66, 0.71, 0.03, 0.10, 0.03, -0.02, 0.00, -0.02, -0.16

---

Repeat the third record exactly.
The following is a quantum chemistry calculation of a cluster of 2 separate species, C2H3ClO3P in total at a distorted geometry, from the OMol25 dataset.

The energy above the lowest of the compared OMol25 structures with the same formula, charge and spin comes out at 55.7 kcal/mol. The value obtained for the strongest force on any atom is 2.3 eV Å⁻¹. As for the total energy: -30078.0218 eV. Its LUMO energy (spin up / spin down) is 2.942 / 2.940 eV. The value obtained for the molar mass is 141.47 g mol⁻¹. Its total charge is -1. The spin multiplicity is 1.

CARTESIAN COORDINATES (ANGSTROEM)
C 0.986 1.986 -0.195
C 1.129 0.801 0.527
O 3.969 -0.142 -1.733
O 4.566 -1.854 0.248
O 1.158 -0.386 0.021
P 3.928 -0.713 -0.386
Cl 3.917 0.737 1.027
H 0.943 3.001 0.178
H 0.900 1.952 -1.284
H 1.174 0.850 1.614

Taken from the Löwdin analysis, the atomic charges in e are: -0.08, -0.61, -0.36, -0.38, -0.25, 0.24, 0.38, -0.01, 0.02, 0.05